{
  "formula": "C28H28BBrClFNO17",
  "method": "ωB97M-V with the def2-TZVPD basis set",
  "species": ["Br", "Cl", "F", "O", "O", "O", "O", "O", "O", "O", "O", "O", "O", "O", "O", "O", "O", "O", "O", "O", "N", "C", "C", "C", "C", "C", "C", "C", "C", "C", "C", "C", "C", "C", "C", "C", "C", "C", "C", "C", "C", "C", "C", "C", "C", "C", "C", "C", "C", "B", "H", "H", "H", "H", "H", "H", "H", "H", "H", "H", "H", "H", "H", "H", "H", "H", "H", "H", "H", "H", "H", "H", "H", "H", "H", "H", "H", "H"],
  "xyz": [[-1.43, 2.07, -4.79], [2.51, -0.70, -1.36], [0.68, 1.51, -2.35], [2.15, -1.35, 5.29], [-0.70, 3.18, -2.06], [0.98, 3.55, -3.72], [1.19, -0.35, 3.01], [-1.09, 4.70, -3.82], [5.79, 2.04, -2.45], [2.69, -4.98, -1.51], [-7.75, 0.95, 6.91], [2.31, -2.25, -5.30], [-2.27, -1.35, 6.88], [-10.06, -1.72, 3.82], [2.12, 6.54, -3.88], [2.10, -7.19, -2.88], [-3.23, -0.42, 4.56], [-5.49, 0.03, 5.81], [1.65, -4.46, -6.67], [-7.80, -2.70, 2.78], [1.37, 5.17, -2.09], [0.54, 2.74, -1.66], [-7.72, -1.81, 3.77], [1.49, 3.72, -2.43], [2.98, 3.35, -2.22], [0.37, -0.58, 3.87], [1.74, 5.90, -2.98], [0.88, 0.97, 0.21], [5.18, 2.95, -3.37], [-1.06, -0.35, 3.69], [6.33, 0.92, -3.11], [-6.55, -1.38, 4.26], [2.47, -4.82, -2.69], [2.30, 0.41, 0.06], [-1.45, -1.14, 6.01], [-9.00, -0.35, 5.41], [-1.92, -0.61, 4.68], [3.65, 2.71, -3.47], [-9.03, -1.31, 4.31], [2.53, -3.52, -3.35], [2.12, -6.02, -3.53], [-6.52, -0.40, 5.34], [1.89, -4.61, -5.49], [2.27, -3.42, -4.66], [1.85, -5.92, -4.83], [-0.02, -1.39, 6.18], [-7.83, 0.08, 5.90], [0.73, 2.47, -0.17], [0.83, -1.13, 5.18], [-0.49, 3.37, -3.53], [2.53, -1.08, 4.44], [3.12, 2.63, -1.40], [5.42, 3.96, -3.01], [6.96, 0.33, -2.43], [-0.08, 2.89, 0.44], [2.08, -2.44, -6.23], [6.97, 1.21, -3.96], [0.15, 0.34, -0.31], [1.60, -6.77, -5.44], [-6.80, 1.09, 7.06], [0.62, 0.90, 1.28], [-5.60, -1.73, 3.87], [5.66, 2.83, -4.36], [2.47, -0.25, 0.93], [-8.75, -2.83, 2.62], [1.64, 2.97, 0.19], [3.54, 1.62, -3.37], [3.59, 4.22, -1.93], [-3.63, -0.68, 5.42], [-9.95, -0.01, 5.81], [-1.71, 4.60, -4.54], [0.31, -1.79, 7.13], [5.51, 0.28, -3.46], [3.10, 1.16, 0.10], [-1.39, 0.03, 2.73], [2.33, -6.98, -1.96], [2.80, -2.66, -2.75], [3.24, 3.06, -4.42]],
  "total_charge": -1,
  "molar_mass_g_mol": 795.7,
  "total_energy_ha": -5576.71715,
  "gap_ev": 5.128
}